[1]
{
  "formula": "C4H21N2O7",
  "method": "ωB97M-V with the def2-TZVPD basis set",
  "elements": ["C", "C", "C", "N", "C", "N", "H", "H", "H", "H", "H", "H", "H", "H", "H", "O", "H", "H", "O", "H", "H", "O", "H", "H", "O", "H", "H", "O", "H", "H", "O", "H", "H", "O"],
  "coordinates": [[-2.9359, -0.5733, -1.0299], [-1.5361, -0.3597, -0.6014], [-0.4662, -0.4274, -1.3430], [0.6440, -0.0769, -0.4664], [0.1556, 0.2375, 0.7756], [-1.2029, 0.1195, 0.6889], [-3.0626, -0.7783, -2.1088], [-3.5436, 0.2936, -0.7060], [-3.4470, -1.5024, -0.4292], [0.0568, -0.6877, -2.2433], [1.5710, 0.1980, -0.6608], [0.8328, 0.5407, 1.5491], [-1.8495, 0.1134, 1.3191], [-2.2228, 4.4983, -1.4615], [-2.4949, 3.0405, -1.4238], [-1.9155, 3.7396, -1.8953], [2.8994, -1.9428, -0.5023], [2.2632, -1.3330, 0.8855], [2.9161, -1.2388, 0.1264], [-0.6395, 3.1159, -0.8610], [0.5164, 3.5224, 0.0617], [-0.1614, 2.8068, -0.1382], [2.3803, -1.2910, 2.6123], [1.1758, -2.0695, 3.0846], [1.5251, -1.2848, 2.4708], [-4.0747, -0.1646, 2.6481], [-3.1011, -0.5542, 3.7478], [-3.2529, 0.0300, 2.9754], [3.9588, 1.8035, -0.8867], [3.3491, 0.1112, -0.6373], [3.3983, 1.0152, -1.1264], [3.4985, -3.7973, -1.0350], [2.0427, -3.8092, -1.9624], [2.7227, -3.2951, -1.4268]],
  "gap_ev": [2.59, 9.73],
  "lumo_energy_ev": [0.2, 0.1],
  "energy_ev": -21796.021,
  "s_squared": 0.7509,
  "multiplicity": 2,
  "e_above_lowest_kcal_mol": 43.1
}

[2]
{
  "formula": "C2H8N3",
  "method": "ωB97M-V with the def2-TZVPD basis set",
  "elements": ["C", "N", "C", "N", "N", "H", "H", "H", "H", "H", "H", "H", "H"],
  "coordinates": [[-0.4278, 1.7800, -0.6231], [0.4317, 0.5921, -0.5963], [0.0176, -0.5077, 0.0783], [0.7052, -1.6356, -0.1268], [-0.6569, -0.2718, 1.2311], [0.0066, 2.4869, -1.3468], [-0.4511, 2.2528, 0.3555], [-1.4183, 1.4685, -0.9471], [0.7524, 0.3106, -1.5355], [1.0118, -2.0703, -0.9891], [0.5733, -2.4035, 0.5269], [-0.9206, -1.0329, 1.9126], [-0.3038, 0.3549, 1.9729]],
  "total_charge": 1,
  "gap_ev": 11.13,
  "smiles": "CNC(N)=[NH2+]",
  "lumo_energy_ev": -4.1,
  "energy_ev": -6667.505,
  "e_above_lowest_kcal_mol": 25.9
}

[3]
{
  "formula": "H29O14S",
  "method": "ωB97M-V with the def2-TZVPD basis set",
  "elements": ["S", "H", "H", "H", "O", "H", "H", "O", "H", "H", "O", "H", "H", "O", "H", "H", "O", "H", "H", "O", "H", "H", "O", "H", "H", "O", "H", "H", "O", "H", "H", "O", "H", "H", "O", "H", "H", "O", "H", "H", "O", "H", "H", "O"],
  "coordinates": [[-0.5800, 0.3906, 1.5212], [-1.4780, 1.4320, 1.5634], [1.4728, 2.9043, -0.5336], [0.4897, 3.5451, 0.3413], [1.5102, 3.4100, 0.2423], [2.2574, -0.1791, 1.6587], [1.4877, -1.3370, 2.4391], [2.1827, -1.1623, 1.7628], [1.4455, -1.9580, 0.4360], [0.2536, -1.9911, -0.5435], [1.0682, -2.3759, -0.3674], [0.4210, 1.1205, -0.3834], [1.4319, 0.7395, -1.5715], [0.7778, 1.4104, -1.3363], [-1.5688, -2.8597, -0.2951], [-0.5408, -3.6973, 0.5669], [-1.4762, -3.6294, 0.3846], [1.9244, -1.4136, -1.4481], [3.1307, -0.4132, -1.3495], [2.3543, -0.6448, -1.9557], [2.7596, 1.7455, 2.5098], [2.2638, 2.1571, 1.1141], [2.7530, 1.4530, 1.5542], [-1.1239, -0.6303, -0.2365], [-1.1342, -0.8965, -1.8300], [-1.3143, -1.3015, -0.9502], [-2.9782, -0.9642, -0.5369], [-3.6467, -1.1251, 0.8102], [-3.7646, -0.6695, -0.0335], [-0.1800, 0.6137, -2.6481], [0.4498, -0.4903, -3.3489], [-0.4268, -0.1220, -3.1876], [-3.4252, 0.9985, 0.0685], [-4.0632, 2.2496, 0.5025], [-3.3119, 1.9765, 0.0511], [3.7439, 0.4707, 0.4845], [3.9622, -0.9724, 0.5489], [4.1667, -0.2134, -0.0020], [-2.4283, -2.7612, 1.5269], [-2.3235, -1.5720, 2.4539], [-2.9731, -2.1367, 2.0685], [-1.8270, 2.8676, -0.2589], [-0.6942, 2.7368, -1.2334], [-1.0480, 3.2952, -0.5593]],
  "total_charge": -1,
  "gap_ev": 7.87,
  "lumo_energy_ev": 2.7,
  "energy_ev": -39976.285,
  "e_above_lowest_kcal_mol": 0.0
}

[4]
{
  "formula": "C10H17ClIInNOPS",
  "method": "ωB97M-V with the def2-TZVPD basis set",
  "elements": ["C", "I", "H", "H", "H", "In", "P", "C", "C", "H", "H", "H", "C", "H", "H", "H", "H", "H", "H", "C", "O", "Cl", "S", "C", "N", "C", "C", "C", "C", "H", "H", "H", "H", "H"],
  "coordinates": [[0.1753, 2.0092, -1.7496], [-1.5156, -0.6059, -0.0112], [1.1013, 2.4287, -2.1841], [-0.4064, 2.8360, -1.3332], [-0.3971, 1.5471, -2.5629], [0.9602, 0.9090, 0.0436], [0.4442, -0.8892, -2.3999], [-1.1168, -1.0772, -3.3667], [1.5283, -0.4450, -3.8062], [1.8043, -2.6305, -1.4724], [1.2336, -3.0579, -3.1282], [0.1228, -3.1944, -1.7040], [0.9458, -2.6300, -2.1576], [2.5470, -0.2715, -3.4431], [1.5256, -1.2797, -4.5205], [-0.9170, -1.7039, -4.2485], [-1.4786, -0.0935, -3.6918], [1.1694, 0.4698, -4.2931], [-1.8913, -1.5422, -2.7492], [-3.0763, 1.7148, -1.7157], [-4.1761, 1.4215, -1.7804], [2.8845, 0.0471, 1.0538], [-0.2023, 2.4276, 1.9174], [-0.2083, 1.3410, 3.2236], [1.0029, 0.9563, 3.7510], [1.1059, 0.1389, 4.8397], [-0.0310, -0.3700, 5.4284], [-1.2849, -0.0369, 4.8918], [-1.3689, 0.7962, 3.7851], [1.8474, 1.2473, 3.2558], [2.1182, -0.0635, 5.1828], [0.0603, -1.0153, 6.3036], [-2.1947, -0.4165, 5.3525], [-2.3115, 1.0324, 3.2894]],
  "total_charge": 2,
  "gap_ev": [4.15, 4.14],
  "lumo_energy_ev": [-11.0, -11.0],
  "energy_ev": -60087.400,
  "e_above_lowest_kcal_mol": 0.0
}